ORCA calculation (ωB97M-V/def2-TZVPD) on a 2-piece molecular cluster, C12H28N3O6P overall in a non-equilibrium geometry.

ORCA input file:
```
! RIJCOSX wB97M-V def2-TZVPD def2/J DEFGRID3
* xyz 0 1
C -2.279 5.141 -0.936
N -1.577 4.225 -0.039
C -0.253 4.230 0.166
O 0.483 5.029 -0.397
C 0.330 3.209 1.155
N -0.688 2.668 2.081
C -1.288 3.299 3.091
C -0.936 4.740 3.404
O -2.121 2.720 3.767
C 0.978 2.059 0.355
C 2.344 2.412 -0.230
O 1.195 0.930 1.171
H -2.040 6.172 -0.668
H -3.358 4.993 -0.861
H -1.963 4.967 -1.966
H -2.124 3.547 0.472
H 1.107 3.712 1.729
H -0.906 1.684 1.992
H -1.230 5.382 2.578
H -1.475 5.043 4.300
H 0.133 4.827 3.585
H 0.307 1.765 -0.454
H 2.770 1.533 -0.716
H 2.238 3.196 -0.980
H 3.018 2.757 0.555
H 1.867 1.160 1.817
C -1.752 -2.874 -3.613
C -0.610 -3.880 -3.439
C -0.408 -4.299 -1.975
C 0.267 -3.196 -1.143
C 0.367 -3.574 0.347
N 0.532 -2.274 1.080
P 1.630 -4.970 0.680
O 2.545 -5.252 -0.439
O 2.613 -4.562 1.852
O 0.896 -6.327 1.033
H -1.904 -2.663 -4.675
H -2.683 -3.279 -3.204
H -1.527 -1.932 -3.107
H 0.318 -3.458 -3.838
H -0.846 -4.772 -4.028
H 0.215 -5.198 -1.956
H -1.377 -4.559 -1.535
H 1.265 -2.987 -1.544
H -0.323 -2.279 -1.229
H -0.592 -4.000 0.660
H 0.690 -2.405 2.083
H 1.243 -1.665 0.666
H 3.263 -4.054 1.349
H 1.643 -6.939 1.004
*
```

Orbital gap   9.72 eV
Molecular weight   341.34 g mol⁻¹
HOMO   -9.37 eV

These are the natural (NBO) partial charges, in e, on atoms 1 to 8:
1 C -0.412
2 N -0.611
3 C 0.653
4 O -0.633
5 C -0.155
6 N -0.632
7 C 0.673
8 C -0.718



ORCA calculation (ωB97M-V/def2-TZVPD) on C5H13N2S as an isolated structure in a non-equilibrium geometry.

ORCA input file:
```
! RIJCOSX wB97M-V def2-TZVPD def2/J DEFGRID3
* xyz -1 1
C -1.980 -0.360 -0.173
C -3.305 -0.507 0.445
S -4.619 0.636 -0.240
C -1.322 1.062 -0.152
N 1.446 1.054 0.789
C 1.474 0.094 -0.178
C 2.630 -0.839 0.010
N 3.747 0.038 -0.450
H -2.065 -0.584 -1.330
H -1.232 -1.055 0.227
H -3.601 -1.558 0.260
H -3.273 -0.518 1.650
H -0.588 1.251 0.600
H -2.057 1.854 0.079
H -0.875 1.341 -1.114
H 1.076 -0.006 -1.229
H 0.942 0.082 1.004
H 2.722 -1.117 1.088
H 2.518 -1.718 -0.672
H 3.550 1.011 -0.296
H 4.812 -0.159 -0.320
*
```

Orbital gap   4.76 eV
Molecular weight   133.24 g mol⁻¹
Energy above the lowest of the compared OMol25 structures with the same formula, charge and spin   563.3 kJ/mol
HOMO   -2.24 eV

These are the natural (NBO) partial charges, in e, on atoms 1 to 8:
1 C -0.415
2 C -0.516
3 S -0.723
4 C -0.643
5 N -0.638
6 C 0.106
7 C -0.289
8 N -0.879



ORCA calculation (ωB97M-V/def2-TZVPD) on ClF18O4P3Zn as an isolated structure in a non-equilibrium geometry.

ORCA input file:
```
! RIJCOSX wB97M-V def2-TZVPD def2/J DEFGRID3
* xyz -1 2
Zn 0.053 0.090 0.003
Cl -0.063 -0.110 -3.459
O -1.507 0.111 -3.603
O 0.583 0.808 -4.331
O 0.375 0.153 -2.126
O 0.218 -1.434 -3.884
P -1.496 -2.386 0.167
F -1.030 -3.790 0.824
F -1.512 -2.995 -1.314
F -3.089 -2.712 0.271
F -1.778 -0.926 -0.517
F -1.524 -1.615 1.608
F 0.052 -1.913 0.011
P 2.188 -0.514 1.902
F 0.607 -0.202 1.851
F 2.162 -0.653 3.536
F 1.880 -2.123 1.755
F 3.791 -0.561 1.875
F 2.121 -0.320 0.268
F 2.323 1.072 2.084
P -0.585 2.916 0.431
F -1.308 1.488 0.367
F -0.474 2.768 2.033
F 0.778 1.985 0.236
F 0.142 4.389 0.501
F -0.795 3.034 -1.174
F -2.112 3.438 0.684
*
```

Orbital gap (spin up / spin down)   12.11 / 5.70 eV
<S²>   0.76
Molecular weight   599.73 g mol⁻¹
HOMO (spin up / spin down)   -9.98 / -9.98 eV

These are the natural (NBO) partial charges, in e, on atoms 1 to 8:
1 Zn 1.781
2 Cl 2.511
3 O -0.451
4 O -0.596
5 O -0.833
6 O -0.603
7 P 2.597
8 F -0.559



Number 1: E_tot -1431.21925 a.u.. Number 2: E_tot -705.82367 a.u.. Number 3: E_tot -5362.54183 a.u..